Entry from the OMol25 dataset: a cluster of 2 separate species, C10H21FN4OP in total at a distorted geometry (ωB97M-V/def2-TZVPD).

Results
Total energy in Ha: -1128.7679
Total charge: +1
2S+1: 1
Energy above the lowest of the compared OMol25 structures with the same formula, charge and spin in kcal per mole: 69.50

Positions of all 38 atoms, in Å:
C (1.9854, -1.0697, 1.4929)
C (0.8292, -0.6669, 0.3575)
F (-0.3156, -1.5884, 0.5347)
C (0.4047, 0.9470, 0.4889)
C (-1.1003, 1.1450, -0.1227)
N (-2.2356, 0.7435, 0.7889)
C (-2.0468, 1.1219, 2.2409)
C (-0.5391, 0.8981, 2.8324)
N (0.5928, 1.3055, 1.9290)
P (1.2424, 2.9137, 2.2413)
N (2.1394, 3.6320, 0.8846)
O (2.4859, 2.6526, 3.4850)
H (2.5057, -2.0495, 1.0568)
H (1.4122, -1.3824, 2.4856)
H (2.7476, -0.1985, 1.6990)
H (1.2827, -0.8366, -0.7317)
H (1.1433, 1.4951, -0.2705)
H (-1.1563, 0.4558, -1.0960)
H (-1.2597, 2.2502, -0.5237)
H (-2.5002, -0.2706, 0.7354)
H (-3.0921, 1.2753, 0.4541)
H (-2.7613, 0.3974, 2.8658)
H (-2.4925, 2.2072, 2.4208)
H (-0.4546, 1.5836, 3.8071)
H (-0.3136, -0.1993, 3.2151)
H (2.7310, 2.8901, 0.3998)
H (1.4911, 4.0799, 0.1785)
H (3.1951, 2.0835, 3.0187)
N (-0.7993, -2.4146, -2.5738)
C (-1.4688, -3.2968, -3.3813)
C (-0.9352, -3.2042, -4.6473)
C (0.0964, -2.2363, -4.6004)
C (0.1606, -1.7672, -3.3074)
H (-0.9839, -2.2654, -1.5903)
H (-2.2666, -3.9121, -2.9873)
H (-1.2537, -3.7732, -5.5111)
H (0.7252, -1.9165, -5.4212)
H (0.8045, -1.0291, -2.8481)

Cartesian forces, eV/Å:
C -1.1 -1.0 -0.7
C 1.9 0.4 -0.1
F 1.4 1.8 -0.3
C -0.2 -2.4 -0.3
C 1.7 0.2 -2.6
N -1.1 0.5 -0.2
C -0.8 -0.1 2.9
C 0.5 0.4 1.2
N -0.7 0.5 -2.1
P 0.4 2.4 2.5
N -0.5 -2.9 -0.4
O -0.4 -1.5 -4.2
H -0.9 2.3 1.1
H 1.4 0.8 -2.1
H -1.6 -1.9 -0.6
H -1.3 0.1 2.3
H -1.7 -1.0 2.0
H 0.0 1.5 2.1
H 0.2 -2.3 1.3
H 0.8 0.9 -0.2
H 1.2 -0.9 0.4
H 1.5 1.6 -1.4
H 1.4 -2.2 -0.6
H -0.3 -1.4 -2.1
H -1.0 2.1 -1.0
H -0.6 1.6 0.4
H 0.9 -0.7 1.2
H -1.2 1.2 1.4
N -0.1 0.0 0.2
C -0.1 0.0 -0.1
C -0.3 -0.2 0.2
C 0.2 0.3 0.2
C 0.1 0.1 -0.2
H 0.2 -0.2 -0.3
H 0.1 0.1 -0.1
H 0.1 0.1 0.2
H -0.1 -0.1 0.2
H 0.0 -0.1 -0.2

Results of the Mulliken charge analysis, in e, for atoms 1 through 6: -0.9132 0.3689 -0.4097 -0.2024 -0.9317 -0.0883

---

Entry from the OMol25 dataset: the ion C10H21N2O3 with charge +1 (ωB97M-V/def2-TZVPD).

Results
Total energy in Ha: -728.5864
Total charge: +1
2S+1: 1
SMILES: COCN1CC[NH2+]C[C@@H]1CCOC(C)=O
Energy above the lowest of the compared OMol25 structures with the same formula, charge and spin in kcal per mole: 22.33

Positions of all 36 atoms, in Å:
C (2.6005, 2.3574, 0.5947)
O (1.7888, 1.2678, 0.1694)
C (0.4191, 1.5403, 0.2196)
N (-0.3162, 0.4556, -0.3942)
C (-1.0852, 0.8393, -1.5789)
C (-2.6005, 0.5357, -1.5756)
N (-3.2553, 0.3847, -0.2129)
C (-2.3190, 0.3522, 0.9723)
C (-1.0624, -0.3960, 0.5306)
C (-0.2784, -0.9359, 1.7266)
C (0.6799, -2.0647, 1.3876)
O (1.7327, -1.5892, 0.5664)
C (2.0887, -2.3643, -0.4887)
C (2.8993, -1.5842, -1.4777)
O (1.7815, -3.5206, -0.5775)
H (2.0037, 3.1834, 0.9889)
H (3.2802, 2.0082, 1.3704)
H (3.1880, 2.7213, -0.2486)
H (0.2168, 2.4763, -0.3156)
H (0.1099, 1.6954, 1.2663)
H (-0.6956, 0.3179, -2.4579)
H (-0.9487, 1.9003, -1.7770)
H (-2.8239, -0.3677, -2.1337)
H (-3.1129, 1.3487, -2.0831)
H (-3.7467, -0.5085, -0.2116)
H (-3.9784, 1.0911, -0.0808)
H (-2.8505, -0.1678, 1.7672)
H (-2.0944, 1.3700, 1.2834)
H (-1.3903, -1.2844, -0.0291)
H (0.2155, -0.1499, 2.2983)
H (-1.0145, -1.3912, 2.3971)
H (1.1009, -2.4611, 2.3129)
H (0.1525, -2.8875, 0.9020)
H (2.4000, -0.6449, -1.7089)
H (3.8652, -1.3409, -1.0339)
H (3.0495, -2.1865, -2.3678)

Cartesian forces, eV/Å:
C 0.0 0.0 0.0
O 0.0 0.0 0.0
C 0.1 0.0 0.0
N -0.3 0.3 0.2
C 0.2 -0.3 -0.1
C 0.0 0.2 -0.2
N -0.1 0.0 0.1
C 0.0 -0.4 0.1
C 0.2 0.1 -0.1
C -0.1 -0.2 0.0
C 0.1 -0.1 0.3
O -0.2 0.1 -0.2
C 0.1 0.0 0.1
C 0.1 -0.1 0.1
O -0.2 0.0 -0.1
H 0.0 0.0 0.0
H 0.0 0.0 0.0
H 0.0 0.0 0.0
H -0.1 0.0 0.0
H 0.0 0.0 0.0
H 0.0 0.0 0.0
H 0.0 0.0 0.1
H 0.0 -0.1 0.1
H -0.1 0.0 0.0
H 0.0 0.0 0.0
H 0.1 0.1 0.0
H -0.1 0.1 0.0
H 0.0 0.0 -0.1
H 0.0 0.0 0.0
H 0.1 0.0 -0.1
H 0.0 0.1 0.1
H 0.0 0.0 0.0
H 0.1 0.0 -0.1
H 0.0 0.0 0.0
H 0.0 0.0 0.0
H 0.0 0.0 0.0

Results of the Mulliken charge analysis, in e, for atoms 1 through 6: -0.9151 -0.2779 -0.9881 0.4539 -0.6577 -0.6281

---

Entry from the OMol25 dataset: a cluster of 2 separate species, C10H21N3 in total at a distorted geometry (ωB97M-V/def2-TZVPD).

Results
Total energy in Ha: -557.6427
2S+1: 1
Energy above the lowest of the compared OMol25 structures with the same formula, charge and spin in kcal per mole: 106.99

Positions of all 34 atoms, in Å:
C (0.8293, -1.4348, -0.0529)
C (-0.4128, -1.3736, 1.0795)
C (0.5090, -2.2797, -1.2233)
C (2.1476, -1.9291, 0.5900)
C (0.0859, -1.3444, 2.4968)
C (-1.6853, -2.1610, 0.8900)
C (0.5127, 2.3378, -2.1454)
C (0.2790, 2.8929, 0.3919)
C (-1.7879, 2.5586, -0.9573)
C (-0.2868, 2.4226, -0.8980)
N (0.7826, 0.0783, -0.1727)
N (-0.4466, 0.1619, 0.6701)
N (-0.4531, 0.4025, -0.6791)
H (0.0207, -3.2236, -1.0121)
H (1.2414, -2.4593, -1.9737)
H (-0.2632, -1.8059, -1.8750)
H (2.1373, -2.5331, 1.5377)
H (2.6240, -0.9126, 0.6872)
H (2.7219, -2.4834, -0.2012)
H (-0.8089, -0.9274, 3.0016)
H (0.8930, -0.5947, 2.3582)
H (0.3795, -2.3725, 2.7309)
H (-1.9506, -2.0168, -0.1402)
H (-2.3919, -1.7329, 1.5296)
H (-1.5422, -3.1700, 1.1511)
H (0.2204, 2.9900, -2.8898)
H (1.5656, 2.4025, -1.9233)
H (0.3457, 1.3597, -2.4760)
H (-0.1588, 3.8844, 0.4429)
H (-0.1108, 2.3864, 1.3034)
H (1.3662, 3.1117, 0.5356)
H (-2.1963, 2.0321, -1.7761)
H (-2.1714, 2.2110, -0.0320)
H (-1.9952, 3.5224, -0.9683)

Cartesian forces, eV/Å:
C -1.2 -2.1 2.9
C 1.6 1.1 -3.0
C -2.5 0.8 -2.2
C 0.9 1.3 -1.1
C -0.5 0.9 -1.7
C 1.7 1.5 -1.2
C 0.8 -0.2 2.0
C 0.5 1.2 0.8
C 2.4 -2.7 0.3
C -0.7 -4.1 1.1
N 1.5 -1.2 1.0
N -0.2 -0.1 2.0
N -1.3 2.0 -1.7
H 0.3 -0.3 0.6
H 1.4 -0.2 -0.1
H 0.1 0.1 0.6
H -0.2 0.9 -1.0
H 0.4 -1.3 0.7
H -0.4 0.4 0.9
H 0.9 -0.4 0.6
H -0.2 -0.6 1.4
H 0.0 0.5 0.7
H -0.6 -0.4 -0.5
H -1.5 0.6 0.9
H 0.2 -1.4 0.2
H -0.6 1.6 -1.5
H 0.4 0.3 -0.1
H -0.2 -1.5 -1.0
H -0.2 0.6 0.4
H 0.2 -0.1 -0.9
H -0.7 -0.8 -0.7
H -0.5 -0.5 -0.9
H -0.5 -0.7 0.8
H -1.3 4.8 -0.5

Results of the Mulliken charge analysis, in e, for atoms 1 through 6: 1.8194 1.0097 -1.8772 -1.5014 -1.7367 -1.8820

---

- 2S+1 of number 3 (C10H21N3)?
  1